The following is a quantum chemistry calculation of a molecular structure, C2H5BrNO at a distorted geometry, from OMol25.

Element x y z (Å)
C: 0.75032 1.11456 -0.23168
C: -0.38844 0.45641 0.23313
N: -0.62531 -0.88458 -0.24487
O: 1.10438 2.13249 -0.60404
Br: 2.43213 -0.71864 0.34938
H: -1.35548 1.02125 0.21341
H: -0.18003 0.32467 1.33678
H: -1.08115 -0.90875 -1.20092
H: -1.14943 -1.42579 0.49462
H: 0.49300 -1.11162 -0.34581

Values from the calculation:
Charge   +1
M   138.972 g/mol
HOMO-LUMO gap   0.3254 Ha
ΔE to the lowest compared entry with this formula, charge and spin   1.432 eV
Maximum force   5.8 eV/A


The following is a quantum chemistry calculation of 2 unconnected molecules or ions with the total composition C11H27Cl2N4OSi at a distorted geometry, from OMol25.

Element x y z (Å)
C: 1.62755 2.48847 -0.15002
C: 1.18307 1.43103 -1.14677
N: -0.12659 1.69749 -1.78565
C: -1.20989 1.97232 -0.98836
N: -1.68477 3.26237 -0.90415
N: -1.79754 1.03486 -0.29221
C: -2.88434 1.37188 0.64071
C: -2.37729 1.99240 1.91660
N: -2.70001 1.47527 3.02055
C: -1.45484 -0.39131 -0.44915
C: -1.50576 -1.18425 0.87566
O: -0.60894 -2.25635 0.81566
Si: 1.00605 -2.08960 1.27246
C: 1.35916 -3.47024 2.48480
C: 1.39547 -0.39492 1.99792
C: 2.10130 -2.33202 -0.24630
H: 0.87067 2.71220 0.59896
H: 2.48884 2.10034 0.39028
H: 1.95858 3.40146 -0.63931
H: 1.20107 0.45317 -0.67745
H: 1.90807 1.39176 -1.95554
H: -0.04941 2.36609 -2.53633
H: -2.67491 3.37077 -1.09734
H: -1.17186 3.89773 -1.49914
H: -3.60591 2.02033 0.14628
H: -3.42191 0.46498 0.89288
H: -1.75735 2.88422 1.82377
H: -2.30621 2.01254 3.79034
H: -2.17689 -0.82679 -1.13868
H: -0.48536 -0.52116 -0.90520
H: -1.36135 -0.53543 1.73866
H: -2.50407 -1.60781 0.97845
H: 2.20438 -4.05909 2.13958
H: 1.56408 -3.11644 3.49148
H: 0.50021 -4.13824 2.52332
H: 0.67534 0.38840 1.76330
H: 2.38817 -0.09095 1.67515
H: 1.40791 -0.46885 3.08489
H: 1.58611 -2.83112 -1.06029
H: 2.97115 -2.91249 0.05270
H: 2.48533 -1.36759 -0.58334
C: 1.04198 -1.79836 -4.08314
Cl: 2.09249 -3.17775 -3.77563
Cl: -0.59887 -2.05384 -3.46581
H: 1.46015 -0.93235 -3.58257
H: 0.98694 -1.63316 -5.15200

Values from the calculation:
Charge   +1
M   330.356 g/mol
HOMO-LUMO gap   0.3524 Ha
Maximum force   1.2 eV/A


The following is a quantum chemistry calculation of a molecular structure, C18H33AsF3N2O2SV at a distorted geometry, from OMol25.

Element x y z (Å)
V: -0.52873 -0.00254 0.20408
C: -2.58683 -2.60375 0.64901
C: -1.47728 -1.79813 1.27359
C: -1.79857 -0.63096 2.00604
C: -3.22791 -0.32928 2.37784
C: -0.75063 0.14899 2.55327
C: -1.07952 1.43694 3.25679
C: 0.58286 -0.32144 2.51231
C: 1.64971 0.40893 3.27924
C: 0.88838 -1.52223 1.83681
C: 2.30258 -2.03141 1.80428
C: -0.14398 -2.27212 1.23193
C: 0.14567 -3.63024 0.65613
H: -2.95242 -3.35392 1.35516
H: -2.24017 -3.11813 -0.24325
H: -3.42134 -1.96454 0.37287
H: -3.71845 0.36962 1.70154
H: -3.26363 0.10265 3.37542
H: -3.81400 -1.24428 2.39676
H: -1.21655 1.26396 4.32744
H: -1.99443 1.87502 2.86948
H: -0.28134 2.16629 3.13584
H: 2.16208 1.14266 2.65018
H: 2.39264 -0.28395 3.66473
H: 1.22699 0.93631 4.12944
H: 2.48794 -2.68479 2.66085
H: 3.02254 -1.21845 1.85576
H: 2.49808 -2.60701 0.90267
H: 0.40446 -3.56961 -0.40490
H: -0.71536 -4.28508 0.75464
H: 0.97290 -4.10053 1.18053
C: 0.36314 4.37123 -0.55645
O: 1.31401 3.41225 -1.08161
C: 1.17614 2.16806 -0.74567
O: 0.31872 1.74715 0.05181
N: 2.04816 1.34075 -1.34069
N: 2.07158 0.01616 -0.90049
H: 0.72296 5.33893 -0.88467
H: 0.33810 4.32375 0.52932
H: -0.62632 4.17657 -0.96278
H: 2.78731 1.72768 -1.90885
H: 2.92793 -0.15871 -0.38363
H: 2.05103 -0.60381 -1.70197
F: -1.81738 1.72888 -1.64960
C: -2.05248 1.09461 -0.44172
F: -2.38180 2.10099 0.40785
F: -3.22671 0.40672 -0.64880
C: -1.65777 -2.32592 -4.52444
As: -1.94692 -0.75218 -3.44323
C: -3.86456 -0.65927 -3.20426
C: -1.39676 0.72074 -4.56746
S: -0.58530 -1.11771 -1.77393
H: -2.25926 -2.23395 -5.42841
H: -1.95732 -3.21985 -3.98162
H: -0.60694 -2.40293 -4.79476
H: -4.28535 -0.90988 -4.17790
H: -4.17023 0.33955 -2.90962
H: -4.19169 -1.38275 -2.46191
H: -1.90149 0.59239 -5.52486
H: -0.32019 0.67125 -4.71505
H: -1.67157 1.67543 -4.13041

Values from the calculation:
2S+1   3
Charge   +2
M   524.401 g/mol
HOMO-LUMO gap (alpha / beta)   0.3070 / 0.3308 Ha
ΔE to the lowest compared entry with this formula, charge and spin   0.222 eV
Maximum force   2.7 eV/A